No. 1
# C45H39F6N4O4P2S2Y

A structure of composition C45H39F6N4O4P2S2Y (wB97M-V/def2-TZVPD, the OMol25 dataset).

Each line ends with the Mulliken charge.
Element x y z (Å)
F  -0.43817  4.25455  4.63517  -0.164
H  -2.65989  -0.93705  -2.80497  0.827
F  3.48944  1.91740  3.59106  -0.228
C  4.23879  -2.64657  -1.06792  -1.251
H  -2.61608  0.69906  -2.18310  0.506
O  0.96272  1.97350  1.97369  -0.802
C  -2.29207  -0.32116  -1.98119  -1.640
C  -3.64381  3.78975  -0.57832  -1.198
C  0.55291  -3.58474  -4.40238  -0.811
H  -0.21467  3.08039  -1.70320  0.096
C  0.42765  -3.39875  1.71148  0.214
H  4.42692  -3.70796  -1.11352  0.571
S  1.58494  0.13107  4.13238  1.192
C  0.87173  -4.64587  2.13914  -1.076
C  -0.50561  2.16946  -5.25293  -0.776
H  0.47274  -5.67175  -3.91387  0.454
C  0.33851  -2.28604  -3.95937  -0.885
C  2.39539  -3.04021  0.57638  0.648
C  -2.89755  -0.79798  -0.66275  -1.697
H  4.61819  4.55306  -1.12996  0.507
F  -0.19396  4.62028  2.50785  -0.152
H  -4.25848  1.56826  2.50974  0.444
C  0.31017  -4.66173  -3.56229  -0.824
C  -3.48471  -1.19474  4.52785  -0.771
H  2.51228  -6.02518  2.13739  0.499
P  -0.45169  -0.37658  -2.03518  3.130
C  3.34177  1.45144  -0.83529  0.246
H  -5.29542  -2.19917  5.09313  0.408
C  -4.74079  3.39237  1.51535  -0.880
O  1.81725  -0.66377  5.27886  -0.636
C  -2.97806  2.58002  -0.45271  0.293
C  -0.91826  1.34803  -4.21087  -0.661
H  -3.47160  4.41062  -1.44788  0.502
H  2.18784  5.06489  -0.93462  0.631
H  -2.67474  -1.85415  -0.48395  0.588
C  -0.35832  -3.14513  -1.82634  -0.141
C  3.68163  0.01177  -0.93670  0.309
C  2.13103  -5.07441  1.79017  -0.973
H  -5.42504  3.70619  2.29213  0.483
H  5.33641  0.30553  -2.26497  0.588
C  5.01350  -1.76635  -1.79605  -1.367
H  -2.28822  2.29609  -1.23463  -0.462
C  -4.49928  -1.23419  1.94783  -0.977
H  -3.08914  -1.16581  5.53453  0.475
H  -0.05282  4.30821  -0.44395  0.710
F  4.20171  -0.05365  4.12128  -0.226
P  -2.33485  0.14244  0.82273  2.973
H  -5.04622  5.14513  0.31620  0.428
N  2.88810  -0.84707  -0.27695  1.752
N  2.04779  1.73482  -0.61576  1.643
C  2.55023  4.04757  -0.88728  -0.980
C  2.90683  -4.25654  0.98216  -1.312
H  -0.36125  2.64575  0.00743  -0.413
C  0.84516  2.36603  -5.49274  -0.810
H  -1.24360  2.64759  -5.88267  0.468
C  -2.75258  -0.64762  3.48587  0.092
C  4.74780  -0.41067  -1.71129  -0.974
C  3.89323  3.75886  -1.01114  -1.151
O  -1.22891  1.92039  3.09823  -0.662
Y  0.73696  -0.01150  0.68473  0.107
C  1.37890  0.92185  -3.65031  -0.089
N  1.18714  -2.58633  0.96166  1.159
C  -3.24751  -0.66248  2.18286  0.715
H  -0.72007  -2.99289  -0.81691  -0.201
C  3.27850  0.62284  3.47456  0.565
C  -4.72303  -1.77117  4.28118  -0.748
S  0.17052  2.18489  3.22241  1.126
F  3.34069  0.29556  2.16504  -0.178
H  -1.04712  -1.87531  1.91714  -1.122
H  3.90479  -4.55655  0.70249  0.535
C  -0.11337  -2.05555  -2.66165  0.707
O  0.95834  -0.54292  2.96366  -0.492
H  -1.68936  -3.44442  1.43655  0.441
C  0.17586  3.27555  -0.70076  -0.647
H  2.84565  1.86536  -4.89513  0.504
H  1.16252  3.00148  -6.30858  0.420
C  0.02188  0.72940  -3.38817  -0.233
H  0.52798  -1.45892  -4.63139  0.420
C  -0.15429  -4.44185  -2.27173  -0.684
F  1.54885  4.34325  3.76525  -0.173
C  1.64280  3.01184  -0.70100  0.303
C  -3.19440  1.75000  0.64743  1.051
H  -1.19338  -3.14849  3.09969  0.815
H  -1.97784  1.19732  -4.05650  0.450
C  -4.08263  2.17689  1.63456  -1.119
C  -5.22793  -1.79060  2.98914  -0.802
H  2.12296  0.41134  -3.05390  0.619
C  3.19843  -2.14918  -0.29463  0.588
H  5.33938  2.17220  -1.13029  0.656
H  -3.98214  -0.71740  -0.73656  0.798
C  -4.52786  4.20041  0.40939  -0.843
C  1.79044  1.73144  -4.69569  -0.714
N  0.86706  1.49600  4.45265  -0.683
H  5.81857  -2.13103  -2.41965  0.483
H  0.22156  -5.25143  2.75557  0.610
H  -0.35954  -5.27859  -1.61641  0.491
C  -0.94215  -2.94466  2.05992  -0.268
H  0.90321  -3.75567  -5.41147  0.474
H  -1.79135  -0.20129  3.69716  0.236
C  4.29762  2.43213  -1.01332  -1.230
C  0.28962  3.98974  3.57130  0.377
H  -6.19703  -2.22770  2.78959  0.465
H  -4.93610  -1.23922  0.95884  0.338

Forces on atoms 1 to 3 (eV/Å):
F 0.05 0.03 -0.06
H -0.03 0.01 0.01
F 0.00 0.00 0.03

Kohn-Sham gap, eV: 7.6604
LUMO level, eV: -5.801
ΔE to the lowest compared entry with this formula, charge and spin, kJ/mol: 49.67
2S+1: 1
HOMO, eV: -13.5
E_tot, Ha: -4374.5422
Charge: +2


No. 2
# C45H39N3O4Sn

A structure of composition C45H39N3O4Sn (wB97M-V/def2-TZVPD, the OMol25 dataset).

Each line ends with the Mulliken charge.
Element x y z (Å)
C  2.78969  0.61928  -7.04332  -0.358
H  -4.68696  -3.01458  3.42510  0.321
H  -0.67161  1.18476  2.57193  0.576
C  -2.78223  0.77074  1.00260  1.951
C  -2.55884  -2.98433  3.53847  1.221
C  -2.92707  1.15824  -2.74778  -0.452
C  4.41930  1.73881  0.65543  -0.782
C  0.95958  -0.47022  -2.35567  0.030
C  -0.56791  -1.63981  4.28054  1.054
H  -3.78508  -0.56593  -0.29236  0.560
C  -4.21002  0.35376  3.05614  0.175
O  0.90732  -0.40958  0.93083  -0.083
C  3.70851  0.55139  3.06084  -0.191
C  1.57036  -0.31538  2.02314  0.186
H  3.38630  0.54049  -3.71467  0.315
C  -2.48487  0.52887  -1.59283  0.385
C  3.34889  0.93503  -5.81104  -0.955
C  -6.09550  1.73229  3.65782  -0.486
N  0.00519  -1.47888  3.11845  0.258
C  -1.97819  3.04896  0.09199  -0.132
O  0.36434  -2.28790  -3.82695  -1.158
H  5.55205  1.33777  3.81976  0.378
H  2.54765  0.94238  -0.08046  0.372
H  -6.91828  1.96346  4.32475  0.361
H  -2.75930  3.03417  -0.65829  0.380
C  4.71758  -3.88818  -2.02456  -0.386
C  2.86460  0.43387  1.95899  0.204
C  0.08249  3.09662  1.93629  -0.675
C  4.63559  -2.55389  -1.64757  -0.968
C  5.26042  1.84925  1.75385  -0.389
C  -5.26690  0.64862  3.90973  -0.805
C  0.08860  -1.06156  5.51124  -1.398
C  -1.09949  4.12516  0.12363  -1.062
C  2.67619  -3.63145  -3.27766  -0.523
H  3.11473  1.13385  -7.94108  0.353
H  0.99466  -0.97701  -1.39491  0.038
C  -0.79652  2.02516  1.90136  -0.173
C  3.72957  -4.42303  -2.84138  -0.717
H  -4.07754  -3.50329  5.02310  0.317
C  -5.85190  2.52598  2.54329  -1.165
C  -0.06344  4.15245  1.04556  -0.661
H  -3.92459  1.58107  -2.78590  0.397
C  -3.39712  0.45336  -0.39387  -1.958
C  1.93820  -0.70255  -4.71248  -0.708
H  -0.09158  0.78060  -4.53607  0.430
H  -4.25755  1.09698  -0.58583  0.278
N  -1.26352  -0.00599  -1.49679  0.667
H  1.65694  0.37531  -2.29610  0.216
H  4.11633  1.69887  -5.74283  0.376
H  -2.20207  -2.27308  5.49832  0.010
C  3.22556  1.03663  0.75820  -0.193
Sn  -0.84314  -1.79981  0.94193  0.440
H  0.90241  3.09141  2.64547  0.418
H  -6.48266  3.38371  2.33764  0.393
H  -1.21568  4.93257  -0.59053  0.373
H  5.38140  -2.12877  -0.98468  0.403
C  1.80930  -0.36386  -7.10753  -0.735
H  1.36427  -0.61903  -8.06417  0.357
H  6.19353  2.39518  1.67381  0.372
H  1.85700  -4.01222  -3.87677  0.415
C  3.58594  -1.76369  -2.09809  0.499
C  4.89879  1.25487  2.95831  -0.631
C  1.37144  -1.49099  -3.48027  3.003
H  5.53227  -4.50855  -1.66743  0.367
H  0.63679  4.97973  1.05903  0.386
H  3.77084  -5.47045  -3.12302  0.355
C  2.92852  0.27646  -4.66178  0.257
H  4.69206  2.20081  -0.28626  0.406
C  -3.90005  -3.56383  3.94815  -1.513
C  -4.79650  2.22898  1.69352  -0.089
H  -0.51117  -1.26998  6.39583  0.373
H  0.21782  0.01592  5.39575  0.296
C  -2.06046  1.25426  -3.82789  -1.201
C  -1.81031  -2.30502  4.49024  -1.229
H  -5.43610  0.02524  4.78081  0.441
C  -1.83476  1.98295  0.97506  0.141
C  -0.42151  0.08715  -2.53080  -1.069
C  1.39233  -1.01460  -5.95346  -0.595
H  0.61613  -1.77296  -5.93735  0.371
O  -2.15029  -0.31998  1.54704  0.341
O  -2.23633  -3.16082  2.32968  -0.723
H  -3.54334  -0.47676  3.24807  -0.023
H  1.08931  -1.47670  5.63625  0.288
C  -0.79385  0.72648  -3.71720  -0.288
H  -3.95540  -4.60366  3.62158  0.379
N  1.22071  -0.78721  3.18371  -0.715
H  3.41023  0.07918  3.98759  0.462
C  2.59391  -2.28864  -2.92594  -0.237
H  3.53371  -0.73421  -1.76605  -0.025
H  -2.37383  1.74335  -4.74394  0.390
H  -4.60896  2.87079  0.84014  0.326
C  -3.96693  1.13517  1.93260  -0.608

Forces on atoms 1 to 3 (eV/Å):
C 0.00 -0.01 0.00
H 0.00 0.00 0.00
H 0.00 0.01 0.00

Kohn-Sham gap, eV: 6.3422
LUMO level, eV: 4.408
ΔE to the lowest compared entry with this formula, charge and spin, kJ/mol: 42.23
2S+1: 1
HOMO, eV: -1.9
E_tot, Ha: -2417.8325
Charge: -2


No. 3
# C45H40AsHgN7O2S2

A structure of composition C45H40AsHgN7O2S2 (wB97M-V/def2-TZVPD, the OMol25 dataset).

Each line ends with the Löwdin spin population.
Element x y z (Å)
H  3.99256  0.20611  1.55755  0.000
H  -2.03377  -1.52313  -5.12491  0.000
H  -0.80266  5.28791  2.92466  -0.003
C  3.39149  -4.45033  3.49542  0.001
C  1.37923  -1.07823  4.10536  0.000
N  -3.96141  3.17489  -5.10836  0.000
H  1.20267  4.71731  -4.00102  0.000
N  -3.31008  4.26283  -4.92331  0.000
H  -3.17287  0.33422  -6.11242  0.000
C  1.90384  1.45922  -0.49540  0.000
C  -2.45598  2.22291  1.14598  0.053
C  1.30548  -5.20636  4.42643  0.001
H  0.93836  4.56406  0.40820  0.001
C  3.43756  -1.67790  -1.59542  0.000
C  0.44559  2.72356  -4.30022  0.000
H  3.23257  0.99729  -2.12724  0.000
C  -1.76331  4.58517  1.13077  0.097
C  -1.22252  0.87532  4.62495  0.035
S  -1.88261  -3.96352  4.02794  0.040
S  -2.64401  -3.07871  1.25226  0.048
H  4.86259  -2.73705  -2.79596  0.000
N  -3.11921  2.11845  -5.02774  0.000
C  2.65246  -0.72855  4.52452  0.001
H  -3.90301  2.16624  -2.38090  0.000
N  -1.84825  -1.46166  3.40418  -0.013
O  -0.24047  -0.49702  0.03634  0.000
C  3.59747  -0.26855  3.61210  0.000
C  -2.05972  -2.63508  2.87837  0.184
C  -3.58217  0.10064  -2.79360  0.000
C  2.66635  -4.98800  4.55406  0.001
C  2.73915  -4.12853  2.31706  0.000
H  -1.81703  1.53842  5.26121  0.010
C  -3.61412  0.77799  -5.21547  0.000
H  0.03830  -1.22226  2.43516  0.000
H  -0.19451  1.25005  4.64767  0.010
H  0.31260  -2.76996  -0.84792  0.001
H  -1.13737  -5.04858  2.05142  0.001
H  -1.69662  -2.43999  -2.53979  0.000
H  -0.89254  3.14725  4.03243  0.009
As  1.38862  -0.31171  0.04817  0.000
C  -4.42749  1.21372  -2.29672  0.000
C  -1.86496  2.04003  2.46192  0.020
C  2.75259  1.77608  -1.54846  0.000
C  1.76139  -3.85781  -2.01377  0.000
C  2.15883  -1.69574  -1.04604  0.000
H  -4.62607  1.06146  -1.23960  0.000
C  -1.24663  4.44453  2.40856  -0.001
C  -0.62806  1.90697  -4.56782  0.000
C  -1.77185  0.82549  3.22576  0.246
H  -4.69249  0.87577  -5.35258  0.000
C  1.98049  -0.51040  1.86047  0.000
C  1.25125  2.46769  0.21195  0.001
C  -2.34324  3.47589  0.52963  0.014
C  -1.98612  3.94040  -4.70242  0.000
C  3.87117  -2.75040  -2.36233  0.000
H  0.86160  -4.07799  1.28081  0.000
H  3.28882  -3.69323  1.48998  0.000
H  -1.11061  -6.11456  3.46143  0.000
C  -0.88054  4.75590  -4.42975  0.000
H  -1.23489  -0.12042  5.05667  0.000
H  2.49943  5.14648  -1.43340  0.000
N  -3.26193  -0.07588  -4.10995  0.000
H  0.64098  -1.44268  4.80900  0.000
C  -2.27903  -1.61607  -2.91175  0.000
H  4.10824  -0.84792  -1.41139  0.000
C  3.26155  -0.15703  2.27298  0.000
H  1.41086  2.27505  -4.11362  0.000
C  0.63902  -4.89135  3.24315  0.003
H  4.58950  0.00626  3.94669  0.000
Hg  -2.60210  -0.77108  0.48265  0.009
H  0.54902  2.22937  1.00652  0.000
H  2.91429  -0.80878  5.57188  0.000
C  -2.42606  -1.17560  -4.18659  0.000
H  3.16523  -5.23058  5.48416  0.000
C  1.47029  3.79370  -0.12941  0.002
H  -1.73125  5.53686  0.61274  0.008
H  3.64724  3.35619  -2.68721  0.000
H  -2.77432  3.55326  -0.46178  -0.002
H  -5.35915  1.28694  -2.86074  0.000
N  -2.99693  -0.81579  -2.06237  0.002
C  1.31557  -2.78441  -1.25750  0.000
H  1.11074  -4.70901  -2.16718  0.000
C  3.03408  -3.83863  -2.56816  0.000
N  -2.12454  -0.37041  2.70582  0.075
C  1.37360  -4.34484  2.19697  0.002
C  -1.30529  3.21147  3.03701  0.088
C  -0.83346  -5.12474  3.09587  0.014
H  -0.98694  5.82879  -4.36108  0.000
C  2.97655  3.10625  -1.87473  0.000
H  4.45518  -4.27798  3.59460  0.000
O  -3.15262  1.32413  0.48205  0.040
C  0.32496  4.12904  -4.23306  0.000
H  3.37834  -4.67690  -3.15913  0.000
C  -1.85174  2.55399  -4.77378  0.000
H  -0.53560  0.83041  -4.57718  0.000
C  1.03280  -0.96229  2.76653  0.001
C  2.33613  4.11003  -1.16553  0.000
H  0.74156  -5.61434  5.25669  0.000

Forces on atoms 1 to 3 (eV/Å):
H -0.01 0.04 0.01
H 0.02 -0.03 -0.07
H 0.01 0.02 0.03

Kohn-Sham gap (spin up / spin down), eV: 3.3043 / 5.8236
LUMO level (spin up / spin down), eV: 2.058 / 2.057
ΔE to the lowest compared entry with this formula, charge and spin, kJ/mol: 21.94
2S+1: 2
HOMO (spin up / spin down), eV: -1.2 / -3.8
E_tot, Ha: -5458.1288
Charge: -1


> What is the formula in the third record?

C45H40AsHgN7O2S2


> What is the E_tot in the second record?

-2417.8325 Ha